The following is a quantum chemistry calculation of a 12-piece molecular cluster, C51H75F12N3O23 overall, from OMol25.

Its SMILES is CCOC(=O)C(F)(F)F.CCOC(=O)C(F)(F)F.CCOC(=O)C(F)(F)F.CCOC(=O)C(F)(F)F.CCOC(=O)OC.CCOC(=O)OC.CCOC(=O)OC.CCOC(=O)OC.CCOC(=O)OC.c1ccncc1.c1ccncc1.c1ccncc1. The value obtained for the gap between HOMO and LUMO is 9.888 eV. As for the total energy: -138274.63661 eV.

Geometry as XYZ:
```
164
Properties=species:S:1:pos:R:3:forces:R:3:mulliken_charge:R:1
F -4.077349 -2.794297 -4.841169 0.0 -1.5 -0.5 -0.162
F 2.678595 1.805355 8.326153 -0.6 0.4 -0.6 -0.257
F 2.045455 -0.076784 7.513742 -0.8 -0.8 0.3 -0.259
F -2.245850 7.506511 0.453837 -1.6 -0.6 0.8 -0.266
F -7.427285 2.995813 2.990712 0.0 0.4 -0.1 -0.233
F -4.321414 -1.495291 -6.516980 0.0 0.2 -0.7 -0.266
F 1.762528 1.670640 6.290201 0.7 0.1 0.8 -0.191
F -0.570339 8.749858 0.530010 0.9 -0.1 0.8 -0.303
F -8.668907 1.464920 3.801077 -0.3 -0.6 0.5 -0.256
F -0.442730 6.666081 1.355871 -0.2 0.6 0.2 -0.134
F -9.461738 2.716033 2.247605 0.3 0.0 -0.1 -0.245
F -6.077400 -2.453738 -5.695291 -0.1 -0.4 -0.1 -0.255
O -3.810337 -3.014277 -0.000276 -0.5 -2.2 -0.2 -0.332
O 0.733429 6.650054 -1.042337 0.2 0.8 -0.6 -0.252
O 2.694216 -1.137444 -4.789871 0.2 -0.2 -0.1 -0.269
O -1.322615 6.855880 -1.916789 0.3 0.6 1.1 -0.572
O 3.559648 4.553147 2.456268 1.2 -1.7 -1.0 -0.290
O 5.583752 -5.504276 0.946453 2.3 0.4 -0.4 -0.329
O -8.157257 1.123037 0.489075 0.0 -0.3 0.3 -0.532
O 3.846617 0.230100 5.452688 0.7 0.4 1.4 -0.162
O -6.706993 0.574621 2.184226 -1.7 0.0 -1.1 -0.284
O -5.852797 0.157261 -4.548517 -0.7 0.0 0.1 -0.365
O -0.065503 -0.740785 3.648914 0.9 -0.1 0.1 0.087
O -4.934175 -4.733228 -0.975389 0.1 -0.5 0.8 -0.428
O -4.178970 -0.859961 -3.413492 -0.6 0.5 -0.2 -0.459
O 3.364939 0.873464 -4.187443 -0.4 1.1 0.2 -0.571
O 0.405197 1.250684 3.120065 0.6 0.5 -0.9 -0.044
O 4.868043 -3.600207 0.079998 0.0 0.4 -0.6 -0.402
O 4.873684 -0.759512 -4.564704 -0.7 -0.2 -0.4 -0.403
O -3.747032 -5.125206 0.787687 0.8 -1.0 0.2 -0.338
O 5.017079 0.934207 7.316923 0.1 0.0 -0.1 -0.504
O -1.749676 0.645727 2.977332 0.8 -0.4 0.6 -0.619
O 3.963144 5.314644 0.367387 0.2 -1.8 0.7 -0.637
O 3.468512 3.124335 0.866627 0.1 0.2 1.2 -0.024
O 3.484324 -5.388151 0.435250 -0.3 0.6 -0.5 -0.585
N 2.867726 -5.693205 -3.928657 0.8 -1.3 -1.1 -0.530
N 1.669155 -0.157670 -1.077764 -1.4 -0.9 1.4 0.895
N -3.766164 3.447880 -1.828269 0.7 -0.8 1.1 -0.476
C 3.794640 -2.762848 -0.375585 -1.3 -0.7 -1.8 -0.196
C -8.362346 2.090697 2.678978 -0.6 0.8 0.3 0.979
C -0.461635 -0.614252 -2.229491 1.1 1.1 0.6 -0.813
C 1.989071 -5.880623 -4.892408 -1.0 -1.0 -1.7 -0.252
C 3.759341 4.388563 1.144878 -1.3 1.6 -0.7 0.657
C 7.004146 -4.960945 0.767570 -2.3 0.2 1.8 -0.038
C -4.126629 -4.217628 -0.052174 0.1 3.5 -0.8 0.633
C 3.089364 -2.440643 -5.286497 0.1 0.8 0.0 -0.486
C -3.166065 1.883948 -0.084920 0.0 -0.2 2.6 0.097
C 5.073313 0.095178 4.709656 1.1 -1.0 0.6 -0.407
C -3.404025 2.221211 -1.341254 -1.2 1.0 -3.6 -0.973
C 1.158071 5.182139 -2.900975 1.8 -0.7 -2.8 -0.464
C 5.869799 0.078201 -3.970718 0.2 -0.1 -0.2 -0.491
C 3.270438 2.766344 -0.457863 2.8 -0.8 -2.1 -0.087
C -0.751510 -1.685763 5.694194 -1.9 0.9 1.4 -1.413
C -3.553873 4.187229 0.466263 -0.2 -0.7 -0.2 -0.769
C 4.016996 0.762248 6.704175 -1.3 -0.1 -2.0 0.159
C -5.889597 1.240360 -3.572791 0.7 2.2 -0.6 0.683
C 5.792305 -0.146173 -2.474384 0.3 -0.7 -0.4 -0.469
C 3.617793 -0.242358 -4.507038 1.1 -1.0 0.1 0.830
C -4.975410 -0.788030 -4.319124 0.8 -0.2 0.1 0.444
C 2.572561 1.092705 7.197900 1.0 -0.1 0.3 1.001
C 4.705391 -0.066621 3.273251 -3.0 0.2 1.2 -0.996
C -4.895835 -1.930203 -5.409407 0.1 1.7 1.5 0.834
C 1.082083 -0.685813 0.044581 -0.4 1.0 0.1 -1.036
C 2.236016 6.447396 2.517669 -0.5 0.2 -0.3 -0.826
C -0.544819 6.977197 -0.996855 -0.3 -1.2 -0.9 0.452
C -2.932102 -4.720487 1.906653 0.1 -0.6 0.7 0.278
C -5.520119 -3.843429 -1.909973 0.1 0.8 -0.6 -0.311
C 2.500159 -5.072024 -2.858426 -1.0 2.6 0.6 -0.549
C 0.035244 2.485086 2.476438 -0.8 0.1 0.4 0.042
C 1.274297 6.572801 -2.430571 -2.0 0.6 0.3 -0.512
C -2.654920 -6.019772 2.661277 -1.0 0.3 -0.6 -1.482
C -0.265833 -1.118768 0.100815 2.6 0.3 -0.4 -0.368
C -7.791042 1.172738 1.626143 1.7 -0.6 -0.1 0.170
C 1.254942 -4.406071 -2.705574 0.1 -1.0 0.0 -0.001
C 0.291418 -4.613082 -3.695118 1.7 -1.1 -1.1 -0.628
C -3.761213 4.422431 -0.916921 -0.1 -0.7 0.2 -0.815
C -0.928720 -1.720267 4.244206 -0.6 1.3 -1.9 -0.103
C 0.856113 -0.106217 -2.121955 -0.8 -0.8 -0.7 -1.220
C -0.581221 0.410993 3.252580 -1.3 -0.4 -0.6 0.602
C 4.567193 -4.860947 0.438201 -1.0 -0.2 0.7 0.812
C -0.945805 7.465226 0.418323 0.3 0.2 -2.0 0.846
C -3.335707 2.863762 0.898479 0.1 1.1 0.5 -0.144
C 3.557595 5.891601 2.860342 0.3 0.1 0.4 -0.500
C -4.815588 -0.776162 2.130954 0.6 -0.9 1.0 -0.424
C 7.827761 -6.196317 0.820919 2.3 0.1 -0.5 -1.144
C 0.666080 -5.385365 -4.824129 1.4 0.2 0.9 -0.528
C -0.994758 -1.118819 -1.079742 -0.7 -1.0 1.0 -0.238
C -7.240957 1.927721 -3.373600 -0.1 -1.4 0.5 -1.350
C -5.946800 -0.287526 1.298059 0.7 1.4 -0.3 0.273
H 7.799637 -6.789975 -0.091536 -0.3 0.0 0.0 0.312
H 6.158613 -1.207270 -2.300480 -1.1 1.1 0.2 0.102
H -5.393066 0.917667 -2.668134 -0.5 -0.3 0.3 -0.313
H -3.613793 -6.490996 2.908695 0.3 -0.1 -0.1 0.349
H -4.062164 -0.016891 2.388845 -0.4 0.1 -0.3 0.117
H -0.699741 -4.243024 -3.753620 -0.7 0.7 0.6 0.750
H -0.410274 3.045415 3.289321 0.0 0.8 -0.1 0.339
H 2.379363 3.154864 -0.909463 -0.4 0.4 0.0 -0.024
H 1.276120 0.261158 -3.013023 0.6 0.7 -1.0 0.550
H -5.251604 2.055714 -3.951819 0.3 -0.6 -0.2 0.208
H 0.699523 7.246036 -3.085525 -0.2 -0.3 0.4 0.358
H 2.079102 7.224108 3.198651 -0.6 1.6 1.0 0.504
H -6.044646 -2.988544 -1.458241 0.2 -0.4 0.3 0.145
H 5.690349 -0.794446 5.059765 -0.8 1.1 -0.1 0.274
H -1.045556 -0.463019 -3.127494 0.2 -0.3 -0.1 0.688
H -1.982283 -4.244287 1.705883 0.2 0.0 -1.1 0.084
H -1.598734 -2.257639 6.121454 0.5 0.2 0.1 0.392
H 1.681156 -0.599159 0.973815 -0.3 -0.4 -0.6 0.445
H -2.107756 -5.896073 3.578010 0.4 0.3 0.3 0.427
H 4.221950 3.002045 -1.054275 -1.5 0.2 0.5 0.380
H 2.185902 6.878785 1.505088 -0.1 -0.7 0.4 0.188
H 4.095984 0.829769 3.024888 0.8 -0.4 -0.6 0.136
H 3.321133 -4.845382 -2.214825 0.1 -0.1 1.0 0.624
H -6.531325 -1.020101 0.754772 -0.5 -0.4 0.6 0.466
H -7.759147 2.299383 -4.245365 0.2 -0.2 -0.6 0.344
H -3.331635 2.657305 1.986420 0.3 -0.1 -0.8 0.514
H 3.792931 -2.963463 -4.632803 -0.1 0.3 -0.2 0.270
H -5.176991 -1.166361 3.120899 0.2 0.0 -1.0 0.477
H 0.960062 2.913020 2.119597 0.1 0.2 -0.1 -0.108
H -0.706709 -2.631368 3.709176 0.1 -0.5 0.3 0.333
H 4.787918 0.159620 -2.123525 0.4 -0.8 0.0 -0.123
H -5.564790 0.341873 0.494989 0.1 0.2 -0.1 -0.298
H 0.131156 4.957790 -3.060971 -0.9 -0.5 0.3 0.375
H 4.321356 6.465018 2.369520 0.7 0.1 0.0 0.303
H 2.832040 -3.281065 -0.165502 0.6 0.5 0.0 0.408
H 6.985468 -4.295925 -0.103182 0.5 -0.6 0.1 0.298
H 2.385910 -6.516644 -5.770576 -1.0 1.2 1.3 0.293
H 5.617998 1.009766 4.904042 0.5 0.1 -0.1 0.397
H -0.875793 -0.615625 6.065656 0.4 -1.4 -0.4 0.242
H 3.850570 -1.806936 0.095366 0.2 0.5 0.6 0.181
H 2.142969 -2.902144 -5.267693 -0.9 -1.1 -0.2 0.126
H -0.607137 -1.530987 1.030278 -0.4 -0.1 0.2 0.602
H 6.487180 0.471644 -1.954851 0.7 0.7 0.4 0.561
H -6.244516 -4.439714 -2.468888 0.3 0.1 0.0 0.273
H 3.427884 -2.322845 -6.318486 0.2 -0.2 0.2 0.339
H 6.821522 -0.244667 -4.400981 -0.1 -0.1 0.1 0.308
H 3.255960 1.687733 -0.500088 -0.5 -0.3 0.2 -0.267
H 7.171815 -4.346904 1.691449 -0.1 -0.4 -0.9 0.197
H -1.945252 -1.619220 -1.008687 -0.6 0.2 -0.4 0.443
H -2.973528 0.832579 0.061839 0.1 0.0 0.7 0.630
H 7.593076 -6.847225 1.662362 -0.2 0.3 0.0 0.307
H -3.639351 4.995792 1.196566 0.0 -0.2 -0.3 0.524
H 8.909278 -5.885421 0.933465 -1.0 -0.3 0.0 0.340
H 3.956205 -0.887268 3.257092 0.6 0.2 -0.3 0.247
H -3.491643 -3.961607 2.405089 -0.5 0.3 0.9 0.237
H 3.748676 5.790480 3.920522 -0.1 0.5 0.3 0.371
H 1.695310 4.475282 -2.290810 -0.2 -0.2 0.4 -0.203
H -7.120478 2.787140 -2.728270 0.4 0.1 0.3 0.349
H 3.801375 -2.529339 -1.502861 0.5 -0.7 1.5 -0.170
H 2.190921 7.045186 -2.322358 2.1 0.1 0.2 0.458
H -7.885182 1.227129 -2.858116 -0.5 0.0 0.1 0.343
H 1.617722 5.028341 -3.961075 -0.6 0.6 1.7 0.344
H -3.446333 1.391214 -2.038326 0.3 0.2 -0.4 0.856
H 5.685098 1.083035 -4.325730 0.0 0.4 0.4 0.355
H 5.533849 -0.306753 2.675062 1.0 0.1 -1.0 0.589
H 1.085586 -3.838541 -1.795156 -0.2 0.0 -0.2 0.327
H -0.034855 -5.534494 -5.621328 -0.2 -0.2 -0.3 0.434
H 1.489742 5.690554 2.759081 -0.2 0.1 -0.5 0.157
H -4.296524 -1.543738 1.550939 0.0 -0.1 0.4 -0.196
H -2.089712 -6.643177 1.966729 -0.1 -0.2 0.3 0.336
H -0.767639 2.387347 1.710461 0.9 -0.3 0.3 -0.263
H -1.902545 -1.363532 3.943767 -0.7 -0.4 0.1 0.134
H 0.160132 -2.127338 5.986284 1.1 -0.2 0.6 0.372
H -4.010717 5.387094 -1.333968 0.1 0.3 0.3 0.505
H -4.734232 -3.425623 -2.553973 -0.3 -0.2 0.1 0.124
```
Positions in Å, forces in eV/Å.